Entry 1:
Density functional theory data (ωB97M-V/def2-TZVPD) for a molecular structure, C7H13NOPTl.

```
24
Properties=species:S:1:pos:R:3:forces:R:3:nbo_charge:R:1
C -0.37371 0.47196 -2.61931 0.2 0.1 0.7 -0.383
C -1.17041 1.48231 -2.00232 0.4 -0.2 0.4 -0.392
C -0.29380 2.37656 -1.31553 0.3 -0.6 -0.1 -0.373
C 1.04358 1.91858 -1.51123 -0.7 -0.3 0.0 -0.333
C 0.99455 0.73893 -2.30813 -0.5 0.2 0.4 -0.351
Tl -0.89999 -0.46980 0.55635 0.2 1.3 -1.4 0.746
P -0.12949 -3.43665 0.41160 0.3 -1.0 -0.1 -0.035
H -0.74278 -0.34696 -3.23361 0.1 0.2 0.1 0.201
H -2.25266 1.56821 -2.06333 0.2 0.1 -0.1 0.201
H -0.59268 3.27215 -0.76848 0.1 -0.2 -0.2 0.197
H 1.85078 0.15467 -2.64375 -0.2 0.2 0.1 0.201
H 1.94502 2.39953 -1.13061 -0.3 -0.2 -0.1 0.203
H 1.08089 -3.93662 -0.17389 -0.5 0.0 0.2 0.038
H -1.05865 -4.29026 -0.27859 0.5 0.2 0.3 0.028
H -0.06692 -4.17419 1.64148 0.0 0.1 -0.5 0.017
C 0.36141 0.42660 4.72240 0.2 -0.1 0.5 -0.722
C 0.07180 0.82269 3.30937 0.4 0.0 -1.5 0.675
N -1.26479 1.11598 3.05061 0.4 0.6 0.3 -0.856
O 0.89511 0.82080 2.38266 -1.2 0.0 1.6 -0.596
H -0.33685 0.89474 5.42735 0.2 -0.2 -0.2 0.219
H 1.37631 0.72610 4.99057 -0.1 -0.1 -0.1 0.257
H 0.28354 -0.66286 4.83058 0.0 0.2 -0.1 0.246
H -1.38916 1.87492 2.38533 -0.1 -0.4 -0.1 0.418
H -1.88571 1.16779 3.84888 0.2 0.1 -0.2 0.392
```
Forces are in eV/Å.

Calculated values
Electronic energy (Ha): -918.26948
HOMO energy (eV): -6.2
Relative energy (zero: lowest compared OMol25 entry of this formula, charge and spin) (kcal per mole): 0.0
Kohn-Sham gap (eV): 5.9
LUMO energy (eV): -0.27

---

Entry 2:
Density functional theory data (ωB97M-V/def2-TZVPD) for a molecular structure, C30H32N6Yb.

```
69
Properties=species:S:1:pos:R:3:forces:R:3:nbo_charge:R:1
Yb -0.02543 0.13394 -0.28979 -0.4 -0.4 0.2 1.915
C -2.64665 1.31368 -2.91612 0.0 0.0 0.0 -0.656
C -2.15805 1.51757 -1.51528 0.1 -0.1 0.1 0.015
C -1.12023 2.41520 -1.22419 0.0 0.1 -0.1 -0.244
C -0.72261 2.69960 0.09332 0.1 -0.1 0.0 -0.015
C 0.34224 3.71653 0.39046 0.0 0.0 0.0 -0.654
C -1.35362 2.00283 1.13353 0.0 0.1 0.1 -0.288
C -2.40598 1.10762 0.88438 0.0 0.0 0.0 0.003
C -3.17430 0.50347 2.02435 0.0 0.0 0.0 -0.671
C -2.75597 0.83875 -0.44246 0.0 0.0 0.0 -0.201
H -1.92244 1.65426 -3.65322 0.0 0.0 0.0 0.240
H -3.55731 1.90213 -3.05107 0.0 0.0 0.0 0.280
H -2.89576 0.27140 -3.11070 0.0 0.0 0.0 0.247
H -0.63832 2.93628 -2.04353 -0.1 0.1 0.0 0.249
H -0.13765 4.66866 0.62857 0.0 0.0 0.0 0.286
H 0.99327 3.89109 -0.46482 0.0 0.0 0.0 0.232
H 0.94581 3.43383 1.25311 0.0 0.0 0.0 0.246
H -1.04147 2.18885 2.15621 -0.1 0.1 0.0 0.267
H -3.65512 -0.43795 1.75318 0.0 0.0 0.0 0.232
H -3.98065 1.18613 2.30308 0.0 0.0 0.0 0.296
H -2.55996 0.37692 2.91731 0.0 0.0 0.0 0.234
H -3.54097 0.11964 -0.65121 0.0 0.1 0.0 0.252
C -1.24418 -2.95483 0.65058 0.0 0.0 0.0 -0.276
N -0.85618 -1.69463 1.33144 0.1 0.0 0.0 -0.659
C 0.05114 -1.89686 2.49096 0.0 0.0 0.0 -0.266
C 1.33609 -1.16076 2.28547 -0.1 0.0 0.0 0.441
N 1.47530 -0.18021 1.39878 0.2 0.0 0.0 -0.681
C 2.78165 0.31618 1.59193 0.1 0.0 0.0 0.140
C 3.46754 1.36102 0.97380 0.0 0.0 0.0 -0.246
C 4.75656 1.60760 1.40090 0.0 0.0 0.0 -0.175
C 5.36205 0.84252 2.41092 0.0 0.0 0.0 -0.165
C 4.69270 -0.18970 3.03511 0.0 0.1 -0.1 -0.192
C 3.39421 -0.42276 2.60045 0.0 0.0 0.1 0.095
N 2.43750 -1.35111 3.01268 -0.1 0.1 -0.1 -0.476
C -1.21029 -2.78716 -0.83269 0.0 0.0 0.0 0.445
N -0.75371 -1.69525 -1.43538 0.1 -0.1 -0.1 -0.683
C -0.83074 -1.96542 -2.81672 0.0 0.0 -0.1 0.142
C -0.47596 -1.19886 -3.92605 0.0 0.0 0.0 -0.259
C -0.69727 -1.75397 -5.17055 0.0 0.0 0.0 -0.165
C -1.24529 -3.03813 -5.32511 0.0 0.0 0.0 -0.168
C -1.58590 -3.81337 -4.23567 0.0 0.1 0.0 -0.193
C -1.36357 -3.24019 -2.99024 0.0 -0.1 0.0 0.095
N -1.58629 -3.72727 -1.70180 0.0 0.1 0.1 -0.479
H -2.23596 -3.28402 0.97135 0.0 0.0 0.0 0.250
H -0.55052 -3.75138 0.92728 0.0 0.0 0.0 0.248
H -1.70802 -1.28574 1.69966 0.0 0.0 0.0 0.417
H 0.24008 -2.95760 2.66134 0.0 0.0 0.0 0.243
H -0.42263 -1.52148 3.40226 0.0 0.0 0.0 0.253
H 3.02206 1.97294 0.19976 0.0 0.0 0.0 0.214
H 5.31760 2.41629 0.95358 0.0 0.0 0.0 0.245
H 6.37314 1.07614 2.71305 0.0 0.0 0.0 0.255
H 5.15237 -0.77240 3.82054 0.0 0.0 0.0 0.254
H 2.54305 -2.03226 3.75097 0.0 0.0 0.0 0.454
H -0.04620 -0.20823 -3.83993 0.0 0.0 0.1 0.219
H -0.43959 -1.18870 -6.05545 0.0 0.0 0.0 0.245
H -1.39694 -3.42904 -6.32128 0.0 0.0 0.0 0.256
H -2.00050 -4.80500 -4.34985 0.0 0.0 0.0 0.254
H -1.95740 -4.63598 -1.46360 0.0 0.0 0.0 0.454
C 3.94277 0.49250 -3.44084 0.1 0.0 -0.1 -0.090
C 3.17720 1.64160 -3.29458 -0.1 0.0 0.1 -0.211
C 2.07399 1.60344 -2.46680 0.1 -0.1 0.0 0.056
N 1.70868 0.49326 -1.79552 0.0 0.0 -0.1 -0.620
C 2.45941 -0.61330 -1.94909 0.1 0.0 -0.1 0.061
C 3.57881 -0.65738 -2.75612 -0.1 0.0 0.1 -0.207
H 4.81319 0.49655 -4.08361 0.0 0.0 0.0 0.264
H 3.43068 2.55485 -3.81379 0.0 0.0 0.0 0.264
H 1.45912 2.48054 -2.32280 0.0 0.0 0.0 0.207
H 2.14228 -1.49938 -1.40441 0.0 0.0 0.0 0.214
H 4.14872 -1.57062 -2.84594 0.0 0.0 0.0 0.262
```
Forces are in eV/Å.

Calculated values
Electronic energy (Ha): -2648.91853
HOMO energy (spin up / spin down) (eV): -16.8 / -16.8
Net charge: +3
Kohn-Sham gap (spin up / spin down) (eV): 8.0 / 7.2
Multiplicity: 2
LUMO energy (spin up / spin down) (eV): -8.79 / -9.63

---

Entry 3:
Density functional theory data (ωB97M-V/def2-TZVPD) for a molecular structure, C22H42IrNP3S2.

```
71
Properties=species:S:1:pos:R:3:forces:R:3:mulliken_charge:R:1
Ir 0.18287 0.66618 0.39971 -0.7 -0.8 -0.3 1.132
P 1.88254 1.81893 1.31106 0.8 0.9 0.6 0.845
P -1.27538 0.79213 2.14778 0.4 -0.1 1.1 0.608
P -0.98855 2.25780 -0.82272 -0.8 1.5 -0.9 0.365
H 0.62484 -3.73730 -6.12895 -0.1 0.2 -0.5 0.440
C 0.62839 -2.70310 -6.47349 -0.6 -1.4 -0.6 -0.196
C 1.87112 -2.15842 -6.56809 1.3 -0.1 -0.8 -0.452
H 2.66958 -2.71831 -6.09363 0.2 0.5 0.1 0.316
C 3.05286 0.71595 2.13054 0.2 0.0 0.1 -1.306
C 1.43087 3.05724 2.56004 0.2 0.2 0.2 -1.368
C 2.81344 2.69902 0.03741 0.2 -0.1 -0.1 -1.300
C -2.69322 -0.29334 1.87795 -0.5 -0.1 0.1 -0.908
C -0.53458 0.27375 3.73144 -0.3 0.2 0.1 -1.059
C -1.97354 2.42114 2.54214 -0.3 0.1 0.1 -1.560
C -0.56531 2.42759 -2.60327 -0.2 0.0 0.3 -1.251
C -0.71445 3.96937 -0.20521 -0.2 -0.2 0.0 -1.344
C -2.80002 1.95236 -0.90380 0.3 0.3 0.0 -1.236
H -0.24688 -2.37490 -7.02002 -0.2 0.4 0.4 0.382
H 2.13194 -1.42416 -7.33256 -0.1 0.2 0.4 0.336
H 3.34352 -0.09258 1.45817 0.1 0.2 0.0 0.410
H 2.59905 0.26729 3.01908 0.1 0.2 -0.1 0.214
H 3.93113 1.29938 2.42130 0.0 -0.1 0.1 0.586
H 0.94430 2.61050 3.43282 0.2 -0.1 -0.2 0.361
H 0.77322 3.83730 2.17167 0.2 -0.1 -0.1 0.361
H 2.34929 3.54346 2.91338 -0.1 -0.1 -0.1 0.588
H 3.33133 1.97905 -0.60415 0.0 0.0 0.1 0.411
H 3.55007 3.33203 0.52844 0.2 0.1 -0.1 0.551
H 2.18930 3.31959 -0.60755 0.0 0.0 0.2 0.282
H -3.44052 -0.03295 2.64078 -0.1 -0.2 -0.2 0.484
H -2.39467 -1.34467 2.00773 -0.3 0.7 -0.1 -0.028
H -3.12405 -0.15058 0.87646 0.1 -0.1 0.4 0.215
H -0.92320 0.94104 4.50772 0.2 -0.3 0.1 0.594
H 0.55673 0.33400 3.70180 -0.3 0.0 0.1 0.156
H -0.83879 -0.75261 3.94159 0.1 0.2 0.2 0.346
H -2.59117 2.27908 3.44099 0.1 0.1 -0.2 0.615
H -2.61300 2.81726 1.74190 0.2 -0.1 0.4 0.340
H -1.18829 3.14909 2.78369 -0.3 -0.3 -0.1 0.399
H -1.16730 3.25439 -3.00869 0.3 -0.2 -0.1 0.592
H -0.82843 1.49473 -3.12419 0.0 0.4 0.0 0.386
H 0.51008 2.63556 -2.72604 -0.4 0.1 0.0 0.348
H -1.30661 4.63471 -0.83237 0.0 0.1 0.0 0.542
H 0.34031 4.24565 -0.30186 -0.2 -0.1 -0.1 0.309
H -1.01967 4.10821 0.83348 0.0 -0.1 -0.3 0.381
H -3.18484 2.56384 -1.72946 -0.1 -0.1 0.3 0.539
H -3.32230 2.21184 0.02838 0.1 -0.1 -0.5 0.382
H -2.96939 0.89638 -1.14083 -0.1 0.2 0.0 0.184
C 0.44142 -1.09410 -2.80052 0.6 0.0 -0.2 1.150
C -0.94397 -1.24286 -2.96218 -0.2 -1.3 -0.5 -0.032
C -1.36668 -2.32200 -3.74971 0.0 1.4 1.0 -0.866
C -0.43436 -3.25794 -4.19064 -0.8 -0.6 -0.5 -0.590
C 0.94917 -3.19805 -3.87908 -0.4 0.3 -0.5 -1.333
C 1.38786 -2.00730 -3.30142 0.4 0.2 -0.2 -0.379
S 1.17978 0.13637 -1.84854 0.8 -0.6 -0.2 -0.277
H -0.28108 -0.03019 -1.10926 -0.1 0.1 0.5 -0.153
H -1.66645 -0.58302 -2.47983 0.2 -0.1 -0.3 0.361
H -2.42909 -2.41547 -3.97890 0.4 -0.2 -0.1 0.502
H -0.90260 -3.97513 -4.88244 0.7 -0.4 0.8 0.660
H 1.66794 -3.98656 -4.14557 -0.5 0.3 0.1 0.714
H 2.45298 -1.71573 -3.25993 -0.6 -0.5 0.2 0.539
S 1.12910 -1.77734 0.88233 0.4 0.4 -0.9 -0.101
C 0.62956 -2.42390 2.37746 -2.0 -1.0 -0.4 0.331
N -0.69149 -2.85853 2.39997 1.5 0.0 1.9 -0.017
C -1.25123 -3.35089 3.55773 -0.5 0.3 -2.1 -0.274
C -0.50648 -3.45239 4.68528 -0.4 -0.6 1.2 -0.544
C 0.83524 -3.07444 4.66019 0.1 -0.3 0.5 -0.393
C 1.41464 -2.62342 3.49546 0.6 0.7 -0.2 -0.583
H -1.22513 -2.76943 1.54839 -0.1 -0.3 0.0 0.394
H -2.29995 -3.62665 3.44299 0.3 -0.1 0.3 0.438
H -0.97709 -3.88243 5.59121 0.4 0.5 -0.6 0.453
H 1.41584 -3.14307 5.57509 0.1 -0.1 -0.1 0.484
H 2.46942 -2.34844 3.41134 -0.4 -0.1 0.3 0.526
```
Forces are in eV/Å.

Calculated values
Electronic energy (Ha): -2841.33028
HOMO energy (spin up / spin down) (eV): -16.6 / -19.9
Net charge: +4
Relative energy (zero: lowest compared OMol25 entry of this formula, charge and spin) (kcal per mole): 54.2
Kohn-Sham gap (spin up / spin down) (eV): 5.4 / 5.0
Multiplicity: 6
LUMO energy (spin up / spin down) (eV): -11.23 / -14.85

---

> Among the records above, which one has the highest electronic energy?

C7H13NOPTl

---

> The lowest electronic energy belongs to which entry?

C22H42IrNP3S2